Here is a molecular structure, C29H21CoF5N6O2S3 at a distorted geometry from the Open Molecules 2025 dataset. Energies are from ωB97M-V/def2-TZVPD.

The relative energy (zero: lowest compared OMol25 entry of this formula, charge and spin) comes out at 0.00 kcal/mol. The value obtained for the lowest unoccupied orbital energy (spin up / spin down) is -0.67 / -0.65 eV. Its frontier orbital gap (spin up / spin down) is 6.6 / 6.6 eV. Its spin multiplicity is 2.

Cartesian coordinates (Å):
Co -0.68029 -0.38570 0.12131
C -4.56167 -0.35423 -1.51759
C -3.10079 -0.29504 -1.20600
N -2.58772 -0.37562 -0.05372
N -3.41074 -0.45102 1.03717
C -2.93623 -0.82628 2.26559
N -3.83916 -0.61270 3.25052
S -1.46622 -1.53607 2.54190
C -2.12238 -0.13286 -2.31429
C -2.50530 -0.08027 -3.63649
C -1.52399 0.03111 -4.61367
C -0.20305 0.09095 -4.22881
C 0.09564 0.05344 -2.87297
N -0.84752 -0.05440 -1.94600
H -5.18649 -0.51069 -0.64709
H -4.74810 -1.18278 -2.20207
H -4.88306 0.56321 -2.01275
H -4.28621 0.03478 0.98221
H -4.46081 0.17977 3.17755
H -3.46616 -0.77635 4.17136
H -3.55317 -0.12230 -3.90355
H -1.79521 0.06983 -5.66081
H 0.59194 0.17239 -4.95822
H 1.11841 0.12282 -2.51976
F -0.31226 6.72681 -1.13576
C -0.45321 5.54339 -0.53105
C -1.27487 4.58019 -1.07041
F -1.94474 4.83762 -2.20437
C -1.41302 3.36446 -0.43474
F -2.25489 2.48019 -1.00617
C -0.74906 3.04186 0.74218
S -0.91908 1.50192 1.57536
C 0.07089 4.04342 1.25432
F 0.76345 3.83511 2.37564
C 0.21729 5.27291 0.64234
F 1.01235 6.20705 1.17216
O 1.50520 1.87072 -0.39292
S 2.27702 0.68729 -0.15090
O 3.24599 0.30663 -1.15520
N 1.23934 -0.53511 0.12289
C 1.73443 -1.84523 0.06637
C 3.04357 -2.28431 0.17693
C 3.36230 -3.65410 0.11795
C 2.41142 -4.61996 -0.04173
C 1.06381 -4.22556 -0.16870
C -0.00127 -5.13797 -0.33083
C -1.27603 -4.67931 -0.48789
C -1.50473 -3.29336 -0.47637
N -0.55085 -2.41566 -0.30142
C 0.73664 -2.85084 -0.13628
C 3.17177 0.90909 1.35591
C 4.55895 0.98681 1.30344
C 5.26235 1.24473 2.47163
C 4.57806 1.42253 3.66829
C 3.19048 1.33726 3.70478
C 2.47466 1.08228 2.54495
H 3.84394 -1.57589 0.30624
H 4.40364 -3.94354 0.20679
H 2.67192 -5.67147 -0.07652
H 0.20855 -6.20177 -0.32176
H -2.11046 -5.35787 -0.60861
H -2.51090 -2.90490 -0.60393
H 5.06513 0.84281 0.35605
H 6.34449 1.30956 2.44805
H 5.12885 1.63391 4.57747
H 2.65855 1.47729 4.63870
H 1.38856 1.02899 2.55330

=====

Here is a gas-phase ion, C29H21N2O (charge +1) at a distorted geometry from the Open Molecules 2025 dataset. Energies are from ωB97M-V/def2-TZVPD.

Its SMILES is N#[N+][C@@]1(C2(c3ccccc3)c3ccccc3-c3ccccc32)CCc2ccccc2C1=O. The net charge is +1. The relative energy (zero: lowest compared OMol25 entry of this formula, charge and spin) comes out at 32.17 kcal/mol. The value obtained for the lowest unoccupied orbital energy is -5.21 eV. Its frontier orbital gap is 6.0 eV. Its spin multiplicity is 1.

Cartesian coordinates (Å):
N 2.04412 -1.31223 1.92555
N 1.81841 -0.64580 1.01628
C 0.80979 -0.14488 -0.03953
C -0.57831 -0.16792 0.73351
C -0.77435 -1.61018 1.00385
C -1.02345 -2.48625 -0.03248
C -1.05548 -3.90556 0.24574
C -0.99756 -4.34652 1.56027
C -1.06056 -3.41844 2.60605
C -0.99451 -2.06318 2.32967
C -0.37166 0.81600 1.95699
C 0.09955 0.72246 3.22872
C -0.09029 1.78632 4.14507
C -0.69193 2.98160 3.74090
C -1.33616 3.00607 2.49010
C -1.11445 1.99599 1.62498
C -1.91580 1.80793 0.42691
C -3.02164 2.51809 0.02792
C -3.85767 2.00182 -0.95527
C -3.65555 0.68618 -1.39390
C -2.66032 -0.14211 -0.80612
C -1.68068 0.48084 -0.04835
C 1.15489 1.30945 -0.37511
C 2.47337 1.56273 -1.11699
C 2.62339 0.72133 -2.33780
C 3.57721 1.04008 -3.35978
C 3.71760 0.22670 -4.50027
C 3.03975 -0.98594 -4.59181
C 2.20418 -1.38637 -3.53425
C 1.96838 -0.53206 -2.44852
C 1.39714 -1.17301 -1.19942
O 1.62966 -2.30072 -0.93966
H -1.11484 -2.15089 -1.06621
H -1.17098 -4.56249 -0.63107
H -0.96673 -5.43207 1.72411
H -1.17323 -3.76733 3.59679
H -1.05408 -1.34223 3.16733
H 0.60524 -0.16219 3.55339
H 0.26079 1.63870 5.17668
H -0.67865 3.82881 4.41244
H -2.10721 3.76360 2.33627
H -3.24124 3.43999 0.59708
H -4.68080 2.59892 -1.29974
H -4.30275 0.30748 -2.20697
H -2.77958 -1.20802 -0.99504
H 1.18172 1.82862 0.59463
H 0.32592 1.71775 -0.96443
H 3.32291 1.38918 -0.44429
H 2.52115 2.60311 -1.43201
H 4.10537 1.98218 -3.25706
H 4.39432 0.54090 -5.28247
H 3.25794 -1.69537 -5.37971
H 1.61768 -2.36104 -3.58298

=====

Here is 2 unconnected molecules or ions with the total composition C29H21N2O2 at a distorted geometry from the Open Molecules 2025 dataset. Energies are from ωB97M-V/def2-TZVPD.

The net charge is +1. The value obtained for the lowest unoccupied orbital energy is -5.55 eV. Its frontier orbital gap is 5.9 eV. Its spin multiplicity is 1.

Cartesian coordinates (Å):
O -1.10831 2.07520 2.49149
C -1.59126 0.94392 2.33237
C -2.98767 0.51357 2.60114
C -3.07293 -0.87376 2.67085
C -4.31221 -1.48838 2.95831
C -5.45830 -0.69131 3.07123
C -5.35870 0.70467 3.06068
C -4.10817 1.31092 2.89143
C -1.69059 -1.46920 2.51434
C -0.81705 -0.30362 2.03705
N 0.44906 -0.25627 2.50506
N 1.54636 -0.35971 2.85692
H -4.39356 -2.57586 3.04506
H -6.44782 -1.15568 3.17443
H -6.25847 1.31899 3.17522
H -3.98118 2.38560 2.96799
H -1.32500 -1.80401 3.51788
H -1.62666 -2.35544 1.85811
C 5.06103 4.46748 -0.74910
O 3.63248 4.48910 -0.66574
C 2.99180 3.28940 -0.64726
C 1.58588 3.34815 -0.53094
C 0.83934 2.19501 -0.50269
C 1.42860 0.90494 -0.52938
C 0.65992 -0.30624 -0.71567
C 1.23975 -1.63937 -0.60147
C 0.60868 -2.47633 -1.57543
C 1.07497 -3.75823 -1.86375
C 2.18850 -4.22857 -1.16062
C 2.82359 -3.42318 -0.20363
C 2.37415 -2.11739 0.05719
C -0.44285 -1.72406 -2.22081
C -0.45250 -0.39603 -1.66374
C -1.21986 0.56549 -2.33623
C -2.07027 0.17534 -3.39055
C -2.08035 -1.14129 -3.87160
C -1.23143 -2.09784 -3.30633
C 2.85024 0.87766 -0.68422
C 3.62440 2.02953 -0.69054
H 5.37296 5.51214 -0.74234
H 5.50241 3.94701 0.10602
H 5.40433 3.99142 -1.67287
H 1.09975 4.32218 -0.49939
H -0.24310 2.24847 -0.44352
H 0.52818 -4.37563 -2.57508
H 2.53420 -5.25218 -1.31873
H 3.70580 -3.79437 0.32412
H 2.87336 -1.46577 0.76714
H -1.15264 1.61533 -2.07694
H -2.71911 0.91441 -3.86706
H -2.76532 -1.44184 -4.66574
H -1.20702 -3.13694 -3.63261
H 3.40758 -0.04411 -0.84280
H 4.71504 2.00669 -0.73728

=====

Here is a molecular structure, C29H21N6O6Se2W from the Open Molecules 2025 dataset. Energies are from ωB97M-V/def2-TZVPD.

The net charge is +1. The relative energy (zero: lowest compared OMol25 entry of this formula, charge and spin) comes out at 0.00 kcal/mol. The value obtained for the lowest unoccupied orbital energy is -4.58 eV. Its frontier orbital gap is 5.4 eV. Its spin multiplicity is 1.

Cartesian coordinates (Å):
W -0.33783 -0.51984 -0.45528
Se 1.53687 -2.28475 -1.08402
Se -1.43001 -2.88085 0.17425
C -1.50255 -2.96150 -1.68482
C -2.05544 -3.91167 -2.53148
C -1.90740 -3.73497 -3.89056
C -1.21192 -2.62408 -4.37311
C -0.70708 -1.70959 -3.48263
N -0.86618 -1.88414 -2.15682
C 1.92055 -1.99158 0.71787
C 3.00758 -2.40458 1.47071
C 3.08727 -1.98811 2.78289
C 2.09841 -1.15369 3.30495
C 1.04838 -0.78665 2.50226
N 0.94075 -1.23422 1.23956
H -2.57404 -4.76365 -2.11532
H -2.31615 -4.46072 -4.58119
H -1.05626 -2.47653 -5.43191
H -0.14526 -0.84277 -3.79530
H 3.77514 -3.01704 1.01850
H 3.92492 -2.28833 3.39842
H 2.15566 -0.78118 4.31720
H 0.28031 -0.11338 2.85173
O -1.33403 6.36678 1.34748
C -0.48517 5.64150 1.88048
O 0.33765 5.78013 2.79292
C -0.48683 4.21279 1.30845
C -1.68749 3.53237 1.11299
C -1.67739 2.23940 0.65556
N -0.53844 1.60431 0.31059
C 0.61315 2.27652 0.46228
C 0.69265 3.54312 0.97758
C 1.79653 1.51685 -0.01153
O 2.93345 1.85499 0.09101
O 1.42958 0.36936 -0.61153
H -2.62166 4.03675 1.32357
H -2.59995 1.68974 0.55937
H 1.65813 4.00823 1.12805
C -1.69368 2.39563 -4.05591
N -2.40476 1.57652 -3.06448
C -3.78567 1.56700 -2.93960
C -4.41235 0.83729 -2.00939
C -3.66490 0.03829 -1.04158
O -4.15600 -0.58625 -0.12953
N -2.27570 0.09728 -1.24437
C -1.71876 0.81330 -2.21360
O -0.44102 0.70220 -2.22291
H -2.41162 3.06233 -4.52317
H -1.23666 1.76422 -4.81461
H -0.92601 2.98441 -3.56077
H -4.31056 2.19430 -3.64629
H -5.48839 0.84901 -1.92715
N -1.59027 -0.43448 1.28629
C -2.24021 -0.33607 2.22342
C -3.09233 -0.14637 3.35031
C -2.58365 0.38070 4.53939
C -3.44728 0.58825 5.59678
C -4.79557 0.27719 5.46306
C -5.29314 -0.24654 4.27649
C -4.44577 -0.46624 3.20573
H -1.53486 0.63250 4.62682
H -3.07399 1.00056 6.52387
H -5.46698 0.45048 6.29385
H -6.34429 -0.48255 4.18619
H -4.80355 -0.87050 2.26868

=====

- What is the formula in the fourth record?
  C29H21N6O6Se2W

=====

- Which value of spin multiplicity does entry 2 give?
  1